# 1
C3H9O4 | the ωB97M-V functional and the def2-TZVPD basis

```
! wB97M-V def2-TZVPD RIJCOSX def2/J DEFGRID3
* xyz -1 1
O -2.069 -0.609 -0.733
C -0.734 -0.267 -0.580
O -0.611 0.369 0.766
C 0.344 -1.223 -0.687
C 1.700 -0.648 -0.602
H 0.273 -2.072 -1.374
H -0.668 0.604 -1.259
H 2.320 -0.809 -1.505
H 1.742 0.426 -0.410
H 2.351 -1.018 0.206
H -2.703 -0.122 -0.123
H -4.039 1.843 0.638
O -3.425 1.108 0.681
H 2.870 1.563 2.295
H 0.051 -0.208 1.170
O 2.600 1.064 1.516
*
```


# 2
C6H9N | the ωB97M-V functional and the def2-TZVPD basis

Results
SMILES: Cc1cc[nH]c1C

```
! wB97M-V def2-TZVPD RIJCOSX def2/J DEFGRID3
* xyz 0 1
C 0.950 -1.747 0.050
C 0.447 -0.369 0.326
C -0.356 0.469 -0.416
C -0.676 0.346 -1.879
C -0.824 1.482 0.472
C -0.277 1.247 1.706
N 0.501 0.127 1.605
H 0.956 -1.963 -1.021
H 0.277 -2.472 0.528
H 1.957 -1.931 0.442
H -1.565 0.931 -2.134
H -0.867 -0.692 -2.172
H 0.143 0.718 -2.508
H -1.525 2.268 0.226
H -0.400 1.749 2.653
H 1.073 -0.259 2.338
*
```


# 3
C3H9NO2 | the ωB97M-V functional and the def2-TZVPD basis

Results
SMILES: C=CO.NCO

```
! wB97M-V def2-TZVPD RIJCOSX def2/J DEFGRID3
* xyz 0 1
C 3.405 1.228 -0.852
C 2.534 1.029 0.219
O 1.164 1.459 0.047
H 4.409 0.932 -0.599
H 3.116 1.780 -1.732
H 2.840 0.342 1.089
H 1.178 2.329 -0.110
N -1.605 -1.524 -0.322
C -2.759 -1.388 0.447
O -2.958 -0.008 0.893
H -0.938 -2.324 -0.164
H -1.027 -0.685 -0.469
H -2.485 -2.127 1.330
H -3.761 -1.564 0.073
H -3.112 0.520 0.151
*
```


Short version: relative energy (zero: lowest compared OMol25 entry of this formula, charge and spin) = 844.64, 13.73, 372.12 kJ/mol, in the order given.
Short version: HOMO-LUMO gap = 3.499, 8.827, 9.735 eV, in the order given.